The following is a DFT calculation (wB97M-V/def2-TZVPD) of the ion C4H8NO2 with charge +1 at a distorted geometry.

Orbital gap in eV: 10.3
Energy relative to the best compared isomer or geometry (same formula, charge and spin) in eV: 1.744
Total energy in eV: -9854.5865
Strongest force on any atom in eV/Å: 5.8
HOMO level in eV: -14.596
SMILES string: [NH3+]C/C=C\C(=O)O
Net charge: +1

Structure (XYZ):
```
15
Properties=species:S:1:pos:R:3:mulliken_charge:R:1
N 0.631 0.944 1.008 -0.33
C 0.084 1.540 -0.156 -0.53
C -0.935 0.708 -0.747 -0.22
C -0.955 -0.681 -0.625 -0.32
C 0.051 -1.551 0.061 0.53
O 1.111 -1.392 0.616 -0.60
O -0.164 -2.709 -0.512 -0.42
H 1.310 1.532 1.506 0.38
H 0.036 0.965 1.898 0.41
H 0.990 -0.100 1.035 0.24
H 0.814 1.813 -0.988 0.32
H -0.238 2.595 -0.013 0.43
H -1.522 1.195 -1.578 0.32
H -1.564 -1.348 -1.182 0.41
H 0.349 -3.512 -0.321 0.37
```



The following is a DFT calculation (wB97M-V/def2-TZVPD) of a cluster of 2 separate species, CH4N2O in total at a distorted geometry.

Orbital gap in eV: 9.6
Energy relative to the best compared isomer or geometry (same formula, charge and spin) in eV: 5.766
Total energy in eV: -6124.7415
Strongest force on any atom in eV/Å: 5.2
HOMO level in eV: -8.660

Structure (XYZ):
```
8
Properties=species:S:1:pos:R:3:mulliken_charge:R:1
C -0.369 1.265 -0.270 -0.11
N 0.701 -0.232 0.590 -0.39
N 0.323 -1.383 0.293 -0.07
O 0.614 0.843 -0.955 -0.40
H -1.348 1.016 -0.412 0.30
H -0.150 1.977 0.571 0.19
H 0.815 -1.817 -0.455 0.25
H -0.588 -1.669 0.638 0.23
```



The following is a DFT calculation (wB97M-V/def2-TZVPD) of an isolated molecule of C2H2O3S at a distorted geometry.

Orbital gap in eV: 8.6
Energy relative to the best compared isomer or geometry (same formula, charge and spin) in eV: 2.140
Total energy in eV: -19082.3049
Strongest force on any atom in eV/Å: 6.9
HOMO level in eV: -9.680
SMILES string: O=C(O)C(O)=S

Structure (XYZ):
```
8
Properties=species:S:1:pos:R:3:mulliken_charge:R:1
O 0.804 -0.554 1.854 -0.53
C 0.136 -0.409 0.746 0.57
O -0.746 -1.465 0.386 -0.45
C 0.183 0.724 -0.303 0.33
O 0.326 0.418 -1.566 -0.41
S -0.279 2.259 0.022 -0.28
H -0.348 -2.177 1.082 0.39
H -0.077 1.205 -2.221 0.39
```



The following is a DFT calculation (wB97M-V/def2-TZVPD) of a structure of composition C16H26N4OP2PbS at a distorted geometry.

Multiplicity: 2
Orbital gap (alpha / beta) in eV: 8.2 / 5.3
Energy relative to the best compared isomer or geometry (same formula, charge and spin) in eV: 1.322
Total energy in eV: -59673.2219
Strongest force on any atom in eV/Å: 2.0
HOMO level (alpha / beta) in eV: -10.726 / -10.827
<S²>: 0.76
Net charge: +1

Structure (XYZ):
```
51
Properties=species:S:1:pos:R:3:mulliken_charge:R:1
Pb 0.971 -0.190 0.190 0.95
P 1.464 2.570 0.018 -0.09
P 2.618 -2.268 0.327 -0.21
N -1.138 0.807 -0.924 0.28
N -0.413 -1.836 -0.827 0.46
H -2.888 0.149 -2.022 0.39
H -2.386 -2.342 -1.335 0.47
H -2.816 -0.307 -0.295 0.38
C -2.207 -0.171 -1.208 -1.04
H -1.457 -1.593 -2.656 0.38
C -1.639 -1.552 -1.563 -0.98
H -1.923 2.479 -1.870 0.38
H -0.313 -3.794 -1.567 0.37
C -1.080 2.011 -1.310 -0.21
C 0.187 -3.016 -0.950 -0.37
H -0.437 3.924 -0.679 0.56
C 0.035 3.023 -1.099 -0.90
H 0.447 3.280 -2.090 0.47
H 3.732 -1.804 -0.454 0.17
H 3.044 -2.322 1.708 0.16
H 2.588 3.130 -0.626 0.13
H 1.458 3.562 1.026 0.11
O 1.895 0.407 -1.910 -0.74
C 1.361 0.033 -3.149 1.29
C 1.523 1.148 -4.173 -1.50
C 1.923 -1.298 -3.642 -1.20
H 0.260 -0.114 -3.039 -0.35
H 0.914 2.017 -3.905 0.25
H 2.560 1.494 -4.182 0.35
H 1.252 0.827 -5.190 0.39
H 1.678 -2.117 -2.964 0.18
H 1.543 -1.565 -4.638 0.35
H 3.014 -1.255 -3.693 0.32
C 1.415 -3.381 -0.349 -0.56
H 1.649 -4.447 -0.465 0.41
N -1.098 -2.943 2.257 -0.30
C -1.061 -1.782 2.929 0.35
N -1.120 -0.607 2.335 -0.09
C -1.174 0.444 3.228 -0.56
C -1.101 1.796 2.860 0.15
C -1.194 2.773 3.851 -0.86
C -1.386 2.386 5.191 -0.45
C -1.390 1.028 5.571 -0.41
C -1.233 0.057 4.589 0.43
S -1.043 -1.688 4.711 -0.25
H -0.870 -3.773 2.777 0.24
H -1.027 -2.941 1.249 0.12
H -0.963 2.032 1.805 0.45
H -1.126 3.831 3.583 0.39
H -1.525 3.154 5.951 0.37
H -1.522 0.744 6.616 0.39
```



The following is a DFT calculation (wB97M-V/def2-TZVPD) of a cluster of 10 separate species, C29H82F6N6O11P in total at a distorted geometry.

Orbital gap in eV: 8.4
Total energy in eV: -88464.1338
Strongest force on any atom in eV/Å: 3.7
HOMO level in eV: -6.005
Net charge: -1

Structure (XYZ):
```
135
Properties=species:S:1:pos:R:3:mulliken_charge:R:1
P -14.167 -13.759 15.076 2.20
F -13.583 -13.435 16.615 -0.42
F -12.619 -14.276 14.889 0.36
F -14.609 -15.268 15.479 -0.49
F -14.398 -14.095 13.512 -0.32
F -15.622 -13.251 15.447 -0.36
F -13.699 -12.285 14.581 -0.77
C -18.664 -11.605 14.614 -0.32
O -18.913 -11.384 13.230 -0.61
H -17.986 -10.828 14.988 0.16
H -19.602 -11.591 15.165 0.38
H -18.128 -12.547 14.743 -0.14
H -18.202 -11.858 12.734 0.39
C -11.044 -10.477 14.804 -1.74
C -10.451 -11.801 14.273 1.48
C -10.919 -12.077 12.870 0.52
O -10.456 -13.370 12.456 -0.40
C -10.676 -13.582 11.080 -0.86
N -8.953 -11.754 14.353 -0.61
H -10.527 -10.110 15.692 0.39
H -12.121 -10.393 14.947 0.16
H -10.805 -9.714 14.046 0.57
H -10.792 -12.619 14.914 -0.84
H -10.570 -11.325 12.148 0.83
H -12.011 -12.081 12.786 -1.37
H -10.181 -12.853 10.431 0.30
H -11.739 -13.660 10.835 0.12
H -10.213 -14.547 10.871 0.38
H -8.793 -10.811 14.726 0.38
H -8.684 -11.471 13.399 0.35
C -21.542 -14.705 12.097 -1.72
C -20.245 -15.457 11.906 0.99
C -19.379 -15.467 13.156 -0.19
O -18.154 -16.110 12.950 -0.29
C -17.312 -16.067 14.084 -0.15
N -20.586 -16.854 11.515 -0.77
H -22.160 -15.210 12.852 0.39
H -22.119 -14.785 11.177 0.42
H -21.364 -13.685 12.439 0.38
H -19.760 -14.914 11.087 -0.14
H -19.959 -15.939 13.968 0.39
H -19.176 -14.437 13.493 -0.13
H -17.741 -16.699 14.872 0.39
H -17.210 -15.065 14.507 0.02
H -16.341 -16.497 13.857 -0.15
H -21.321 -17.117 12.165 0.32
H -19.743 -17.379 11.750 0.33
C -17.572 -12.268 9.679 -1.88
C -17.069 -13.351 10.606 2.25
C -15.832 -14.079 10.049 -0.18
O -16.173 -14.875 8.928 -0.48
C -16.728 -16.132 9.254 -0.39
N -16.737 -12.736 11.892 0.94
H -17.860 -12.736 8.735 0.46
H -16.879 -11.437 9.518 0.27
H -18.452 -11.785 10.112 0.36
H -17.870 -14.088 10.664 -1.40
H -15.381 -14.705 10.830 0.12
H -15.062 -13.355 9.774 0.25
H -17.278 -16.481 8.384 0.30
H -17.391 -16.126 10.126 0.07
H -15.906 -16.792 9.566 0.18
H -16.029 -11.993 11.828 0.00
H -16.357 -13.437 12.517 -0.68
C -15.488 -9.223 13.197 -1.36
C -14.602 -9.561 11.993 0.55
C -13.374 -8.670 11.953 -0.71
O -12.583 -9.011 10.828 -0.25
C -11.653 -8.036 10.442 -0.82
N -14.293 -11.014 12.099 0.16
H -14.983 -9.166 14.160 0.32
H -16.251 -10.002 13.260 0.10
H -16.053 -8.313 12.979 0.51
H -15.188 -9.389 11.089 0.24
H -12.724 -8.750 12.835 0.02
H -13.702 -7.623 11.895 0.59
H -10.870 -7.917 11.203 0.29
H -12.139 -7.063 10.298 0.33
H -11.212 -8.380 9.509 0.25
H -13.403 -11.120 11.605 0.26
H -13.973 -11.174 13.062 -0.50
C -12.691 -16.445 11.411 -1.06
C -13.312 -17.406 12.429 0.92
C -12.895 -18.845 12.164 -1.18
O -13.620 -19.708 13.026 -0.21
C -13.294 -21.040 12.715 -0.92
N -12.835 -16.918 13.724 0.49
H -12.905 -16.709 10.367 0.55
H -11.602 -16.420 11.478 0.32
H -13.070 -15.438 11.580 -0.28
H -14.403 -17.331 12.307 -0.05
H -11.813 -18.913 12.330 0.39
H -13.127 -19.044 11.112 0.47
H -13.828 -21.729 13.373 0.25
H -12.227 -21.260 12.819 0.36
H -13.598 -21.345 11.706 0.34
H -13.049 -17.547 14.496 -0.45
H -13.361 -16.073 13.911 -0.59
C -11.528 -15.671 19.581 -1.48
C -11.653 -16.480 18.304 0.69
C -12.940 -17.296 18.086 -0.77
O -12.771 -17.990 16.849 -0.20
C -13.887 -18.777 16.439 -0.77
N -11.456 -15.582 17.163 -0.14
H -10.519 -15.307 19.761 0.36
H -11.842 -16.275 20.438 0.40
H -12.164 -14.783 19.513 0.23
H -10.822 -17.197 18.328 0.17
H -13.837 -16.670 18.021 0.25
H -13.105 -18.050 18.870 0.44
H -13.805 -18.999 15.379 0.13
H -14.843 -18.321 16.700 0.34
H -13.754 -19.728 16.969 0.33
H -12.098 -14.799 17.225 -0.02
H -11.763 -16.132 16.367 -0.34
C -9.633 -16.151 14.314 0.67
C -8.983 -17.028 15.379 -0.37
O -8.241 -16.206 16.310 -0.53
O -9.016 -14.900 14.163 -0.55
H -10.667 -16.007 14.617 -0.53
H -9.619 -16.747 13.390 0.13
H -8.258 -17.771 15.029 0.38
H -9.758 -17.525 15.972 0.07
H -8.038 -16.778 17.054 0.28
H -9.563 -14.374 13.538 0.49
C -14.718 -11.098 17.906 0.01
C -13.297 -10.731 18.298 -0.04
O -12.837 -11.456 19.431 -0.51
O -15.615 -10.379 18.810 -0.57
H -14.954 -12.153 18.031 0.21
H -14.880 -10.862 16.855 -0.06
H -13.238 -9.642 18.418 0.33
H -12.627 -10.899 17.450 -0.03
H -13.529 -11.357 20.093 0.32
H -15.614 -10.922 19.602 0.34
```



The following is a DFT calculation (wB97M-V/def2-TZVPD) of an isolated molecule of C6H9NO2 at a distorted geometry.

Orbital gap in eV: 7.4
Energy relative to the best compared isomer or geometry (same formula, charge and spin) in eV: 5.876
Total energy in eV: -11947.4427
Strongest force on any atom in eV/Å: 3.6
HOMO level in eV: -7.148

Structure (XYZ):
```
18
Properties=species:S:1:pos:R:3:mulliken_charge:R:1
C -1.079 -0.250 -0.359 1.21
C -2.362 -0.551 0.361 -1.36
C 2.119 1.365 0.278 -0.86
N 1.050 0.624 -0.389 -0.10
C -0.428 1.037 -0.091 0.21
O -1.155 -0.521 -1.742 -0.60
C 0.521 -0.941 0.162 -0.33
C 1.133 -1.934 0.587 -0.72
O -0.669 1.929 0.683 -0.51
H -0.445 -1.028 -2.158 0.38
H 1.227 0.403 -1.366 0.36
H -2.633 -1.602 0.210 0.34
H -3.188 0.046 -0.038 0.38
H -2.274 -0.353 1.432 0.32
H 1.814 1.567 1.304 0.27
H 2.288 2.303 -0.249 0.32
H 3.026 0.762 0.247 0.37
H 1.056 -2.856 1.129 0.32
```



The following is a DFT calculation (wB97M-V/def2-TZVPD) of the ion C8H16NO with charge +1 at a distorted geometry.

Orbital gap in eV: 9.2
Energy relative to the best compared isomer or geometry (same formula, charge and spin) in eV: 4.794
Total energy in eV: -12082.0942
Strongest force on any atom in eV/Å: 4.7
HOMO level in eV: -12.550
SMILES string: C/C=C1\OC[C@H]1[NH2+]C(C)C
Net charge: +1

Structure (XYZ):
```
26
Properties=species:S:1:pos:R:3:mulliken_charge:R:1
C -3.511 1.355 -2.434 -1.21
C -2.126 0.820 -2.173 -0.20
C -1.607 0.972 -0.983 0.12
O -1.946 1.677 0.138 -0.41
C -0.819 1.117 0.915 -0.60
C -0.202 0.529 -0.354 0.04
N 0.655 -0.978 -0.016 -0.48
C 1.534 -0.847 1.230 0.79
C 2.776 0.038 0.949 -1.14
C 1.991 -2.185 1.752 -1.50
H -4.197 0.428 -2.443 0.27
H -3.509 1.866 -3.324 0.41
H -3.819 2.076 -1.731 0.36
H -1.751 0.335 -3.031 0.39
H -1.197 0.331 1.496 0.42
H -0.145 1.811 1.635 0.26
H 0.574 1.050 -0.836 0.41
H -0.081 -1.716 0.372 0.46
H 0.908 -1.227 -1.063 0.41
H 0.760 -0.277 1.804 0.07
H 2.956 -0.029 -0.235 0.26
H 2.744 1.127 1.072 0.33
H 3.644 -0.423 1.567 0.32
H 2.421 -2.828 0.995 0.43
H 1.168 -2.882 2.175 0.37
H 2.779 -2.140 2.522 0.41
```



Q: The highest total energy belongs to which entry?
A: CH4N2O



Q: Among the records above, which one has the highest strongest force on any atom?
A: C2H2O3S